Arrangement a

Computed, not measured: a cluster of 2 separate species, C5H15NO in total, with ωB97M-V with the def2-TZVPD basis set.

Atoms and positions in Å:
C  -1.27758  2.22124  -2.10663
C  -0.39678  0.97034  -2.21781
C  -0.64115  0.01198  -1.06587
C  -0.35212  0.63715  0.31248
N  0.21032  -0.35707  1.25421
C  -0.81766  -1.16462  1.90678
H  -1.29475  2.78128  -3.03781
H  -0.88769  2.87784  -1.33096
H  -2.29799  1.96429  -1.82556
H  -0.58235  0.45183  -3.15943
H  0.65151  1.25636  -2.16703
H  -1.66570  -0.37204  -1.06835
H  0.02777  -0.85116  -1.10430
H  0.37578  1.44548  0.25726
H  -1.27144  1.06583  0.73805
H  0.70067  0.20672  1.93870
H  -0.34366  -2.06296  2.29911
H  -1.34033  -0.65473  2.72669
H  -1.53315  -1.48734  1.15494
O  3.02426  -2.09098  1.45410
H  3.18740  -1.51057  2.20400
H  2.07784  -1.96103  1.30623

Output
* orbital gap: 10.12 eV
* SMILES: CCCCNC.O

natural (NBO) population analysis, charges in e, atoms 1 to 4: -0.61, -0.39, -0.41, -0.22

Arrangement b

Computed, not measured: a cluster of 2 separate species, C5H15NO in total, with ωB97M-V with the def2-TZVPD basis set.

Atoms and positions in Å:
C  -1.51001  -0.47454  2.09031
C  -1.17242  0.56073  0.97361
C  -0.09944  0.08011  0.03376
N  0.17029  1.10501  -0.93170
C  1.51425  0.79292  -1.45779
C  -0.80285  1.02411  -1.99149
H  -0.58244  -0.70380  2.64137
H  -1.94061  -1.41925  1.71788
H  -2.22818  -0.01136  2.78766
H  -2.07562  0.68842  0.34641
H  -0.99435  1.51509  1.50552
H  0.78416  -0.21249  0.63299
H  -0.41252  -0.80210  -0.55713
H  2.25604  0.67897  -0.64948
H  1.79445  1.66515  -2.07204
H  1.54430  -0.10863  -2.09254
H  -0.85202  0.01644  -2.43735
H  -0.49541  1.73977  -2.77247
H  -1.80980  1.30144  -1.63686
O  2.20969  -2.23180  1.59158
H  1.64408  -2.92493  1.18181
H  3.05842  -2.27924  1.09593

Output
* orbital gap: 9.44 eV
* SMILES: CCCN(C)C.O

natural (NBO) population analysis, charges in e, atoms 1 to 4: -0.61, -0.40, -0.24, -0.43

Arrangement c

Computed, not measured: a cluster of 2 separate species, C5H15NO in total, with ωB97M-V with the def2-TZVPD basis set.

Atoms and positions in Å:
C  1.35244  0.46688  -2.28148
C  0.08101  -0.04645  -1.60883
C  -0.03203  0.57797  -0.09565
C  -0.92584  1.90454  -0.05618
N  -0.74657  -0.54452  0.59696
C  -1.16540  -0.14376  2.03072
H  1.38908  1.64068  -2.44854
H  1.69315  -0.06884  -3.18316
H  2.24042  0.32242  -1.52779
H  -0.64174  0.35708  -2.38133
H  -0.23367  -1.10915  -1.55669
H  0.91856  1.07085  0.24437
H  -0.92580  2.17744  1.05350
H  -0.53821  2.76590  -0.64931
H  -1.99991  1.74269  -0.32708
H  -1.61314  -0.70713  0.04469
H  -1.85148  0.69258  2.02106
H  -0.25190  0.17835  2.72409
H  -1.53334  -0.98259  2.55512
O  1.20416  -3.49498  1.70025
H  1.62452  -3.31921  0.81449
H  1.95569  -3.48075  2.33081

Output
* orbital gap: 9.73 eV
* SMILES: CC[C@@H](C)NC.O

natural (NBO) population analysis, charges in e, atoms 1 to 4: -0.61, -0.43, -0.04, -0.64

Stability ranking, top and bottom: arrangement a is the most stable and arrangement c is the least stable.

Arrangement a

Computed, not measured: a cluster of 2 separate species, C5H15NO in total, with ωB97M-V with the def2-TZVPD basis set.

Atoms and positions in Å:
C  -0.18180  -1.07999  2.17271
C  -0.39264  0.03126  1.13418
C  -0.51029  -0.47079  -0.27894
C  0.58766  -1.43685  -0.68357
C  -0.61156  0.71036  -1.26031
N  -1.90786  0.69645  -2.00700
H  -0.44588  -0.71117  3.17067
H  0.80362  -1.53637  2.22398
H  -0.90633  -1.88735  2.00703
H  0.45741  0.70439  1.20982
H  -1.28484  0.55854  1.46092
H  -1.46169  -0.98507  -0.44785
H  0.66714  -2.24614  0.04537
H  1.57344  -0.97753  -0.77925
H  0.39377  -1.93865  -1.63122
H  0.12498  0.70142  -2.07500
H  -0.50636  1.67421  -0.75065
H  -2.58540  1.37096  -1.68247
H  -1.75129  0.83876  -2.99773
O  2.42551  2.31837  0.32361
H  3.18003  1.99472  -0.18437
H  2.33239  1.67045  1.03008

Output
* orbital gap: 9.80 eV
* SMILES: CC[C@H](C)CN.O

natural (NBO) population analysis, charges in e, atoms 1 to 4: -0.61, -0.39, -0.26, -0.60

Arrangement b

Computed, not measured: a cluster of 2 separate species, C5H15NO in total, with ωB97M-V with the def2-TZVPD basis set.

Atoms and positions in Å:
C  2.13076  -1.11392  -1.28477
C  0.85600  -1.79095  -0.58375
C  0.18435  -1.15513  0.66577
C  -1.31939  -0.57243  0.57234
C  -1.65602  0.34982  -0.67607
N  -1.60921  0.28714  1.78787
H  2.97535  -1.46835  -0.69522
H  2.15200  -1.50404  -2.37103
H  2.35002  0.05318  -1.33074
H  1.37534  -2.86949  -0.41701
H  0.12728  -1.96843  -1.35700
H  0.77359  -0.21929  0.92049
H  0.22760  -1.88273  1.59797
H  -1.93418  -1.44634  0.58829
H  -1.39934  -0.03018  -1.67934
H  -2.81924  0.59431  -0.69554
H  -1.38122  1.44373  -0.46631
H  -1.35647  -0.10417  2.74484
H  -2.69760  0.26563  1.91821
O  1.16934  4.03570  0.37106
H  1.56023  4.87808  0.31932
H  0.29082  4.21789  0.07062

Output
* orbital gap: 10.39 eV
* SMILES: CCC[C@H](C)N.O

natural (NBO) population analysis, charges in e, atoms 1 to 4: -0.62, -0.40, -0.42, -0.03

Stability ranking, top and bottom: arrangement a is the most stable and arrangement b is the least stable.

Arrangement a

Computed, not measured: a cluster of 2 separate species, C5H15NO in total, with ωB97M-V with the def2-TZVPD basis set.

Atoms and positions in Å:
C  -1.64180  -2.22365  -1.24761
C  -0.78514  -0.95166  -1.11979
C  0.69169  -1.15109  -0.56935
C  1.33140  0.09038  0.15294
N  0.44227  0.97594  0.96945
C  0.61390  0.93054  2.42697
H  -2.06790  -2.60654  -0.41782
H  -0.93049  -3.00358  -1.57416
H  -2.45526  -2.00371  -1.87401
H  -0.60212  -0.60246  -2.09890
H  -1.40405  -0.17797  -0.64597
H  0.64395  -2.06986  0.10452
H  1.26128  -1.36967  -1.47206
H  2.09719  -0.50665  0.80312
H  1.93769  0.67117  -0.42683
H  -0.53662  0.95286  0.71495
H  0.70428  1.99242  2.72495
H  -0.14508  0.31060  2.83716
H  1.58172  0.25686  2.67165
O  -0.67770  3.49143  -0.78979
H  -0.26753  3.87437  -0.00019
H  0.20832  3.12026  -1.16922

Output
* orbital gap: 9.42 eV
* SMILES: CCCCNC.O

natural (NBO) population analysis, charges in e, atoms 1 to 4: -0.60, -0.39, -0.41, -0.21

Arrangement b

Computed, not measured: a cluster of 2 separate species, C5H15NO in total, with ωB97M-V with the def2-TZVPD basis set.

Atoms and positions in Å:
C  -0.05821  -1.24303  -1.81608
C  -1.30149  -0.62186  -1.19124
C  -1.26033  -0.43575  0.34512
N  -0.86303  0.91183  0.83013
C  0.57974  1.23110  0.99012
C  1.23141  1.88016  -0.24873
H  0.24828  -2.11159  -1.22651
H  -0.33484  -1.64305  -2.79904
H  0.78885  -0.58776  -2.00498
H  -2.12408  -1.32254  -1.36810
H  -1.64257  0.30582  -1.66455
H  -2.27197  -0.47236  0.74528
H  -0.70854  -1.23987  0.82728
H  -1.28002  1.64922  0.28792
H  1.12246  0.32641  1.21121
H  0.63256  2.01707  1.75469
H  2.27015  2.12738  0.01048
H  0.75670  2.77006  -0.64780
H  1.40207  1.10930  -1.00132
O  1.02387  -1.69679  2.66622
H  1.06171  -2.14456  1.81752
H  0.72728  -0.80919  2.48240

Output
* orbital gap: 9.51 eV
* SMILES: CCCNCC.O

natural (NBO) population analysis, charges in e, atoms 1 to 4: -0.61, -0.42, -0.22, -0.64

Arrangement c

Computed, not measured: a cluster of 2 separate species, C5H15NO in total, with ωB97M-V with the def2-TZVPD basis set.

Atoms and positions in Å:
C  0.60668  2.29271  1.24995
C  0.34736  0.77259  1.04209
N  0.40729  0.31770  -0.39123
C  1.94261  0.22844  -0.74865
C  -0.51544  -0.77425  -0.70779
C  -0.96413  -0.88194  -2.29828
H  0.85141  2.44979  2.23579
H  1.43773  2.72432  0.70005
H  -0.26825  2.92890  0.97203
H  0.92671  0.12911  1.72320
H  -0.67773  0.82001  1.47383
H  2.43444  1.26721  -0.55227
H  2.04180  0.14974  -1.87530
H  2.50256  -0.51289  -0.27453
H  -1.57737  -0.32181  -0.17570
H  -0.33242  -1.71752  -0.32319
H  -1.52732  0.14494  -2.47197
H  0.07217  -0.93132  -2.75961
H  -1.57307  -1.79183  -2.38005
O  -2.34118  -2.07148  1.84993
H  -1.48174  -2.20889  1.41862
H  -2.31210  -3.01353  2.29311

Output
* orbital gap: 9.31 eV
* SMILES: CCN(C)CC.O

natural (NBO) population analysis, charges in e, atoms 1 to 4: -0.60, -0.23, -0.48, -0.43

Arrangement d

Computed, not measured: a cluster of 2 separate species, C5H15NO in total, with ωB97M-V with the def2-TZVPD basis set.

Atoms and positions in Å:
C  0.18317  1.86607  0.51331
C  -0.88709  0.79335  0.18411
C  -0.99695  0.43969  -1.29658
C  -0.59791  -0.49909  0.99598
C  -1.81603  -1.40723  1.10634
N  0.57302  -1.31054  0.58888
H  0.18063  1.85297  1.59975
H  1.18948  1.65184  0.13715
H  -0.07201  2.80798  0.03028
H  -1.76345  1.34551  0.53856
H  -1.41412  -0.52629  -1.58549
H  0.00942  0.38090  -1.73664
H  -1.49822  1.18961  -1.91099
H  -0.36691  -0.15145  2.01357
H  -2.03410  -1.87555  0.14483
H  -2.58533  -0.84597  1.62856
H  -1.57236  -2.27949  1.71863
H  1.40111  -0.71358  0.54385
H  0.40516  -1.39488  -0.42600
O  4.00184  -0.46318  -1.91555
H  4.58281  -0.31455  -1.18493
H  3.07785  -0.54613  -1.68762

Output
* orbital gap: 10.56 eV
* SMILES: CC(C)[C@@H](C)N.O

natural (NBO) population analysis, charges in e, atoms 1 to 4: -0.60, -0.24, -0.63, -0.04

Stability ranking, top and bottom: arrangement d is the most stable and arrangement c is the least stable.